No. 1
16
Properties=species:S:1:pos:R:3 method="wB97M-V/def2-TZVPD" de_lowest_ev=0.000 homo_energy_ev=-8.513 e_tot_ha=-3119.797552 spin_multiplicity=1 smiles=Oc1cc(O)n2ncc(Br)c2n1 e_lumo_ev=0.6
H 3.36711 2.29850 1.23549
C -0.60838 0.96059 1.45360
N 2.05191 1.14510 0.35604
H -2.28670 0.11178 1.47387
H 0.12530 2.50435 2.78939
C 1.10770 -0.67045 -1.10124
Br 2.66399 -1.13624 -2.03207
C 0.31527 1.85694 1.94014
C 1.65403 1.87452 1.36426
O -1.81758 0.77301 2.01179
N -0.99917 -0.82747 -0.19624
C -0.17382 -1.32816 -1.11209
H -0.42306 -2.11384 -1.78813
C 1.06190 0.26650 -0.12024
O 2.63914 2.62227 1.77552
N -0.21081 0.12943 0.41674



No. 2
18
Properties=species:S:1:pos:R:3 method="wB97M-V/def2-TZVPD" de_lowest_ev=4.440 homo_energy_ev=-8.319 e_tot_ha=-704.060625 spin_multiplicity=1 e_lumo_ev=0.4
N -0.26357 -0.66726 -0.10176
H 1.08293 -2.29113 0.46119
H -0.65941 3.15030 -0.64613
H -0.81208 1.42017 1.37624
C -1.31050 1.47260 0.40651
C -1.49773 -0.06430 0.00626
H 0.22186 -2.55877 -1.22913
S -2.81961 -0.82180 -0.11746
H 0.81990 1.01583 0.57129
C 2.17500 -0.42814 0.01784
H 2.63043 -1.22585 -0.63480
H 2.92781 0.17951 0.51153
C -0.03536 -2.19201 -0.22166
H -2.29734 1.89840 0.47482
H -1.05294 -2.75688 0.46401
C 0.86346 -0.02521 0.10875
H 0.49349 1.82212 -0.79861
N -0.46634 2.07238 -0.64888